83
Properties=species:S:1:pos:R:3:forces:R:3 method="wB97M-V/def2-TZVPD" charge=0 e_above_lowest_kj_mol=43.4 multiplicity=2 s2=0.754 orbital_gap_ev="5.8 / 5.7"
Pt 0.36417 0.21889 0.36443 -0.11 0.18 0.27
O 2.12482 0.80927 -0.55284 0.03 0.04 0.05
N 2.07401 1.89087 -1.34481 -0.08 -0.08 -0.07
C 2.15204 3.10186 -0.74860 -0.04 -0.04 0.02
C 2.19897 4.25428 -1.47551 -0.01 0.01 0.01
C 2.17081 4.15122 -2.87391 -0.06 0.02 0.02
C 2.07144 2.92064 -3.45936 -0.01 -0.06 -0.03
C 2.01277 1.72269 -2.69875 -0.08 0.01 0.06
S 1.86550 0.19444 -3.41449 0.17 0.07 -0.11
H 2.17543 3.05182 0.32998 -0.01 -0.01 0.00
H 2.26376 5.20515 -0.96864 -0.01 0.00 -0.01
H 2.21878 5.04186 -3.48769 0.01 -0.01 0.00
H 2.05250 2.80763 -4.53436 0.02 0.01 0.00
N -1.40828 -1.80755 10.23572 0.00 0.00 -0.04
C -1.18875 -1.62391 9.12266 0.02 0.00 0.02
C -0.91537 -1.39016 7.72900 -0.02 0.01 0.02
C -0.64732 -2.46309 6.88328 0.00 -0.01 -0.01
C -0.39664 -2.23224 5.54179 0.02 0.00 0.01
C -0.41636 -0.93632 5.03583 -0.03 0.01 0.00
C -0.68224 0.13146 5.88746 0.01 0.01 0.00
C -0.92759 -0.08950 7.23113 0.02 -0.01 0.01
C -0.18065 -0.69218 3.58568 0.02 -0.06 0.02
C -1.30266 -0.38136 2.81040 -0.03 -0.13 -0.13
C -2.65572 -0.34261 3.22355 -0.01 -0.02 0.07
C -3.42160 -0.18893 2.08740 -0.01 -0.05 -0.02
C -2.52124 -0.14292 1.00656 -0.06 -0.12 0.00
N -1.26604 -0.25967 1.42803 0.01 0.40 0.02
C 1.10675 -0.84966 3.10737 0.04 0.12 0.01
C 2.25430 -1.32362 3.80762 0.00 -0.04 0.04
C 3.28798 -1.36122 2.90958 0.01 0.01 0.01
C 2.77078 -0.88293 1.68013 0.03 0.06 0.03
N 1.49113 -0.57556 1.79813 0.04 -0.08 -0.11
H -0.63989 -3.46972 7.27814 0.00 0.00 0.00
H -0.18721 -3.06024 4.87690 -0.02 0.00 0.00
H -0.69102 1.13883 5.49171 -0.01 -0.01 0.00
H -1.12460 0.73809 7.89874 -0.02 0.00 -0.01
H -3.00385 -0.44928 4.23861 0.01 -0.01 -0.01
H -4.49631 -0.13903 2.02121 0.01 0.00 0.00
H -2.73199 -0.05012 -0.04519 0.01 0.06 -0.02
H 2.27388 -1.61677 4.84502 0.00 0.02 -0.01
H 4.30165 -1.68233 3.08308 -0.01 -0.01 -0.01
H 3.28545 -0.73237 0.74450 -0.02 -0.01 0.04
C -0.43544 -2.09166 -5.95627 0.07 -0.03 0.08
O -0.77680 -0.91138 -5.24461 0.01 0.04 -0.14
C -1.74042 -0.98804 -4.30179 0.00 -0.05 0.11
C -2.47191 -2.12457 -3.99444 -0.01 0.01 -0.05
C -3.47995 -2.05627 -3.04161 0.01 0.02 -0.01
C -3.76553 -0.86181 -2.40251 0.02 0.01 0.01
C -3.01899 0.27221 -2.68884 -0.03 -0.01 0.02
C -2.00087 0.20961 -3.62295 0.10 -0.08 0.11
N -1.26051 1.32997 -4.05758 -0.01 0.17 0.14
C -1.20231 2.55634 -3.58352 0.09 -0.18 -0.13
C -1.43324 3.05448 -2.28948 -0.07 -0.07 0.28
C -1.72177 4.44733 -2.18566 0.01 -0.05 -0.07
C -1.89438 5.05709 -0.98404 -0.03 -0.01 0.05
C -1.73592 4.28933 0.19495 0.02 0.13 0.00
C -1.37809 2.97633 0.15467 0.01 -0.12 -0.10
C -1.18848 2.29244 -1.08826 0.05 0.16 0.07
O -0.77298 1.08244 -1.15062 0.11 0.14 -0.12
H 0.33813 -1.79941 -6.65995 -0.01 -0.01 -0.01
H -1.30057 -2.48544 -6.49464 0.02 -0.01 -0.01
H -0.03564 -2.84340 -5.27311 -0.03 -0.01 0.01
H -2.26549 -3.05689 -4.49840 0.02 -0.01 0.03
H -4.04702 -2.94712 -2.80623 0.01 0.00 0.00
H -4.55807 -0.80852 -1.66830 0.00 -0.01 -0.01
H -3.23767 1.20582 -2.18974 -0.01 -0.01 -0.03
H -0.73171 1.14466 -4.90576 -0.20 0.02 -0.04
H -0.92258 3.28910 -4.33499 0.17 -0.01 0.02
H -1.83330 5.01232 -3.10494 0.01 0.00 0.01
H -2.14541 6.10678 -0.92405 0.01 -0.01 0.00
H -1.87612 4.76567 1.15830 0.00 0.00 -0.01
H -1.21800 2.40686 1.06130 0.00 0.01 -0.02
Se 0.87363 -1.94540 -1.74583 -0.12 -0.41 -0.33
C 2.53681 -2.81724 -1.46291 -0.09 -0.03 0.02
C 2.54863 -4.19460 -1.24119 0.02 0.01 0.01
C 3.75548 -4.82568 -0.99275 -0.01 0.00 0.01
N 4.93217 -4.20198 -0.95937 0.00 0.02 0.01
C 4.90813 -2.88811 -1.17432 0.01 0.02 -0.01
C 3.75855 -2.15248 -1.42023 0.00 -0.09 -0.03
H 1.63049 -4.76812 -1.25857 0.01 0.01 -0.02
H 3.77705 -5.89631 -0.81614 0.00 0.00 0.00
H 5.86900 -2.38365 -1.14537 0.00 0.00 0.00
H 3.80951 -1.08643 -1.57974 -0.01 0.09 -0.04


142
Properties=species:S:1:pos:R:3:forces:R:3 method="wB97M-V/def2-TZVPD" charge=-1 multiplicity=1 orbital_gap_ev=6.1
C -1.74907 4.99055 0.02949 0.16 -0.30 0.46
C -2.10562 3.60840 0.68317 0.49 0.94 -1.15
C -2.96498 2.78479 -0.32363 -0.16 -0.32 1.35
N -2.21436 1.77507 -1.07517 -0.89 1.13 -0.49
C -1.34723 2.29232 -2.14946 1.15 -2.54 0.22
C -1.87266 3.36329 -3.12388 0.32 0.97 0.27
O -2.74407 2.87532 -4.13966 -0.02 -0.02 0.53
C -3.97589 2.38315 -3.65815 -0.47 -0.45 -0.73
O -0.14106 2.61678 -1.51485 -0.86 1.42 -0.24
B 0.64862 1.42740 -1.19029 0.75 -0.29 -1.18
C 2.19429 1.98237 -1.14169 0.46 -0.27 -0.19
C 3.05921 1.60096 -2.33943 0.51 0.53 0.04
C 3.95166 2.73412 -2.92850 -1.00 0.24 0.85
N 3.11034 0.43169 -2.84643 0.07 0.49 0.23
P 0.30255 0.51010 0.51139 -1.44 0.03 1.69
O -0.98589 -0.57710 0.24551 1.02 0.22 -0.13
Br 2.04411 -0.94499 0.90561 -0.05 -0.07 -0.42
O 0.24653 0.46171 -2.24561 -0.54 0.18 -0.32
C -0.87897 0.95032 -2.91226 0.00 -0.39 -0.81
P -0.26187 1.12076 -4.66136 1.49 0.55 -0.70
O 0.47218 2.37573 -5.00098 -1.04 -0.87 0.03
O 0.78451 -0.12769 -4.90882 -1.70 0.71 0.16
O -1.53296 0.79773 -5.67748 0.93 -0.01 0.71
H -1.10916 5.60743 0.68591 -0.39 -0.19 -0.09
H -1.15172 4.83029 -0.88135 -0.28 -0.04 0.30
H -2.65927 5.55858 -0.23132 0.31 -0.13 0.13
H -1.14314 3.11021 0.86253 -0.46 -0.16 0.08
H -2.62328 3.74476 1.64641 0.09 0.00 -0.39
H -3.55164 3.49314 -0.93854 0.20 -0.20 0.03
H -3.70793 2.22925 0.28077 0.25 0.09 -0.36
H -2.86150 1.07404 -1.41301 0.15 0.00 -0.03
H -1.01309 3.80838 -3.64772 -0.19 -0.42 0.17
H -2.37294 4.20741 -2.61147 0.11 -0.45 0.08
H -4.65106 2.29798 -4.52886 0.31 0.11 0.26
H -4.47198 3.05107 -2.93585 0.35 -0.17 -0.01
H -3.87933 1.35512 -3.26317 -0.05 0.44 0.12
H 2.74191 1.67871 -0.22747 -0.14 0.00 -0.33
H 2.12174 3.08353 -1.09897 0.04 -0.41 0.00
H 3.63296 3.69162 -2.46857 0.22 -0.41 -0.54
H 3.77607 2.76419 -4.01292 0.36 0.08 0.26
H 5.00869 2.60224 -2.65308 -0.27 -0.21 -0.34
H 3.77133 0.49639 -3.62693 -0.10 -0.36 0.01
H -1.16522 -0.99741 1.09300 -0.05 0.06 0.04
H -1.67932 0.17952 -2.94540 0.10 0.33 0.17
H 0.56522 -0.86657 -4.32490 0.35 0.06 0.23
H -1.52820 1.44205 -6.39515 0.03 0.13 0.11
F -0.35334 -3.10511 3.15820 0.00 0.10 0.12
C -0.95707 -4.15188 2.56906 -0.23 -0.45 -0.34
C -0.92892 -4.25584 1.18998 0.17 0.25 -0.17
C -1.54844 -5.34058 0.58325 -0.05 -0.07 0.26
C -2.19448 -6.29870 1.35650 0.12 -0.02 -0.03
C -2.21727 -6.17619 2.74005 0.08 0.09 -0.20
C -1.59063 -5.09937 3.35252 0.08 0.10 0.18
H -0.42708 -3.49396 0.60398 0.02 0.02 0.04
H -1.52777 -5.43727 -0.49461 0.01 0.04 0.01
H -2.67775 -7.13864 0.87998 0.04 0.00 0.01
H -2.72304 -6.91916 3.34369 0.03 0.02 0.02
H -1.58948 -4.99251 4.42635 0.04 0.01 -0.01
F 0.88291 -8.28991 4.02222 -0.05 -0.05 -0.01
C 1.89060 -7.48567 4.40922 0.33 0.29 0.13
C 2.12798 -6.31516 3.71335 -0.18 0.05 -0.23
C 3.16428 -5.48521 4.11709 0.06 -0.14 0.15
C 3.95549 -5.83961 5.20369 0.03 0.02 0.02
C 3.70687 -7.02177 5.88986 -0.07 0.12 -0.15
C 2.66457 -7.85041 5.49522 -0.05 -0.18 0.09
H 1.50580 -6.05840 2.86468 -0.03 -0.02 0.04
H 3.35388 -4.56259 3.58405 -0.04 -0.02 -0.02
H 4.76581 -5.19254 5.51497 -0.02 -0.01 -0.01
H 4.32524 -7.29970 6.73389 -0.03 -0.01 0.00
H 2.45009 -8.77137 6.02222 -0.02 0.00 -0.04
F 3.27025 6.00848 -1.94684 -0.08 0.03 0.08
C 4.23166 6.85425 -2.33871 0.27 0.21 -0.13
C 4.55691 6.92934 -3.68049 -0.08 -0.10 -0.18
C 5.55241 7.80788 -4.08511 0.00 0.04 0.24
C 6.21505 8.59094 -3.14683 0.04 0.04 -0.04
C 5.87871 8.49941 -1.80207 -0.05 -0.07 -0.18
C 4.87713 7.62936 -1.39262 -0.02 -0.01 0.19
H 4.03496 6.30443 -4.39363 -0.02 -0.02 0.06
H 5.81246 7.88091 -5.13312 -0.01 -0.04 0.01
H 6.99431 9.27219 -3.46523 -0.01 -0.02 0.01
H 6.39736 9.10568 -1.07044 -0.03 -0.01 0.01
H 4.59526 7.54869 -0.35061 -0.02 -0.04 -0.02
F 7.57875 3.35371 -3.04337 0.01 0.01 -0.06
C 8.18003 3.43129 -1.84513 0.16 0.04 0.38
C 9.48056 2.98063 -1.71294 0.10 -0.06 -0.15
C 10.10295 3.06653 -0.47490 -0.20 0.09 0.06
C 9.41753 3.59125 0.61411 0.06 0.00 0.04
C 8.10950 4.03542 0.46482 0.17 -0.07 -0.12
C 7.48567 3.96059 -0.77256 -0.23 0.09 -0.05
H 9.99471 2.56817 -2.57144 -0.04 0.01 -0.01
H 11.12298 2.72316 -0.35957 -0.02 -0.02 -0.03
H 9.90382 3.65299 1.57965 -0.02 -0.01 -0.02
H 7.57327 4.43980 1.31343 -0.02 0.00 -0.03
H 6.46926 4.30841 -0.90873 0.00 -0.05 -0.05
F -2.11022 -5.51740 -5.75922 0.02 -0.08 0.02
C -2.69079 -4.42145 -6.28673 -0.17 0.40 -0.16
C -2.28531 -3.16984 -5.86138 0.11 -0.04 0.11
C -2.88219 -2.04205 -6.40951 -0.15 -0.05 -0.06
C -3.88119 -2.18297 -7.36686 -0.01 -0.02 0.00
C -4.27970 -3.44808 -7.78017 0.12 0.12 0.10
C -3.67839 -4.57757 -7.24126 -0.05 -0.22 -0.04
H -1.51100 -3.08351 -5.10975 0.00 -0.03 -0.02
H -2.56877 -1.05436 -6.08995 0.01 -0.15 -0.02
H -4.34879 -1.30296 -7.79077 0.01 -0.02 0.01
H -5.06009 -3.55644 -8.52295 0.02 -0.03 0.00
H -3.96904 -5.57189 -7.55562 0.02 0.00 0.04
F -2.91043 -5.11712 6.19208 -0.07 -0.11 0.12
C -3.20707 -4.00865 6.89669 -0.10 0.42 0.23
C -3.61870 -4.13329 8.21029 -0.01 -0.21 0.07
C -3.91877 -2.98749 8.93439 0.04 0.11 -0.19
C -3.81246 -1.73791 8.33554 -0.02 0.02 0.05
C -3.40083 -1.63216 7.01265 -0.04 -0.13 0.15
C -3.09061 -2.77365 6.28675 0.07 -0.02 -0.23
H -3.70166 -5.11631 8.65583 0.03 0.00 -0.04
H -4.23565 -3.06955 9.96608 0.00 -0.03 -0.02
H -4.05037 -0.84603 8.90142 0.01 -0.02 -0.02
H -3.32078 -0.65976 6.54478 0.03 -0.03 -0.02
H -2.75980 -2.71099 5.25763 0.00 -0.03 0.01
F -5.00316 -7.01402 0.62358 -0.13 0.01 0.01
C -5.60610 -8.05720 0.03105 -0.20 -0.30 -0.19
C -5.57821 -8.15781 -1.34767 0.10 0.14 -0.12
C -6.19749 -9.23975 -1.95811 -0.05 -0.05 0.22
C -6.84266 -10.19930 -1.18694 -0.02 -0.04 -0.04
C -6.86461 -10.08034 0.19701 0.07 0.09 -0.17
C -6.23863 -9.00548 0.81346 -0.01 0.01 0.20
H -5.07680 -7.39616 -1.93086 0.01 0.00 0.04
H -6.17694 -9.33411 -3.03596 0.01 0.03 0.01
H -7.32810 -11.04018 -1.66610 0.01 0.02 0.02
H -7.37001 -10.82547 0.79773 0.03 0.02 0.01
H -6.23769 -8.89937 1.89057 0.01 0.04 -0.02
F -2.36490 6.23210 3.39029 -0.11 -0.08 0.01
C -1.36065 7.03529 3.76826 0.39 0.30 0.08
C -1.11896 8.19276 3.05094 -0.13 0.07 -0.15
C -0.07996 9.02653 3.44073 0.01 -0.16 0.15
C 0.71035 8.69041 4.53295 0.05 0.06 0.01
C 0.45829 7.52161 5.23965 -0.09 0.11 -0.15
C -0.58606 6.68965 4.86025 -0.07 -0.18 0.11
H -1.73935 8.43236 2.19707 -0.01 -0.05 0.01
H 0.11441 9.93810 2.89065 -0.01 -0.03 -0.02
H 1.52345 9.33997 4.83197 -0.01 -0.02 -0.01
H 1.07630 7.25632 6.08763 -0.03 -0.02 -0.01
H -0.80210 5.77886 5.40334 0.00 -0.02 -0.06


10
Properties=species:S:1:pos:R:3:forces:R:3 method="wB97M-V/def2-TZVPD" charge=0 e_above_lowest_kj_mol=121.5 multiplicity=1 orbital_gap_ev=9.6
C 0.67522 -0.23953 -0.81382 -0.63 -1.78 -1.54
N 0.62538 0.75172 0.20941 -3.31 -0.43 1.80
Cl 0.54429 2.32747 -0.46405 0.28 0.46 -0.38
C -0.89836 0.57206 1.06329 4.73 2.23 -0.57
I -2.66911 0.47318 -0.09128 0.59 -0.05 0.40
H 0.18460 -1.15784 -0.39313 0.73 0.58 -0.27
H 0.03676 -0.00804 -1.72405 0.84 -0.04 0.85
H 1.71860 -0.50562 -1.12333 -0.84 0.48 0.23
H -0.58670 -0.28293 1.68671 -0.95 0.30 -0.29
H -0.68857 1.58523 1.56111 -1.44 -1.74 -0.22